C12H10N5O11 | the ωB97M-V functional and the def2-TZVPD basis

The HOMO energy is -3.10 eV. The net charge is -1. The gap between HOMO and LUMO is 4.11 eV.

```
38
Properties=species:S:1:pos:R:3:forces:R:3:lowdin_charge:R:1
H 3.47887 0.46200 2.25348 0.00 0.08 0.11 0.08
C -0.51503 2.79072 -1.40695 1.08 1.88 -0.65 -0.13
O -1.62631 4.31625 -2.46671 -0.57 0.07 -0.05 0.02
N -2.55613 3.29032 -2.21710 1.63 -1.13 1.07 -0.17
C 0.15863 0.59779 -0.49511 1.07 0.79 -0.23 0.11
N -1.75155 -1.02032 -0.31382 1.25 1.12 -0.37 -0.15
C 0.90414 -0.56657 2.19144 -1.11 -3.77 0.49 -0.20
C -2.23578 -0.04555 4.01776 0.16 -0.08 -0.28 -0.07
C -1.17054 0.20716 -0.61590 -1.58 -1.50 0.15 -0.10
H 4.06237 -2.91334 1.41854 -0.18 0.01 -0.17 0.09
H 4.36209 -1.97966 -0.07438 -0.01 0.03 -0.06 0.08
C 1.75704 -1.73168 1.82179 -1.64 0.72 1.54 -0.47
C -0.36839 -0.87797 2.89805 2.41 -0.82 -0.10 -0.48
H -2.94223 -0.73081 3.52705 0.20 0.19 0.20 0.09
H 0.90164 -0.13088 -0.18677 0.00 0.27 0.06 0.12
O -0.69243 -1.99471 3.26826 -0.76 0.52 -0.09 0.05
N -0.37537 4.02199 -1.97407 -0.62 -2.34 1.02 0.14
O 2.66103 1.35214 -0.33266 -1.10 1.77 -0.74 0.03
O 2.72395 -1.37851 0.93801 0.68 -0.16 -0.54 -0.09
O -3.70641 3.42305 -2.59226 0.64 -0.16 0.20 0.06
H 2.68831 0.94395 3.81680 0.20 0.01 0.05 0.08
H 2.76892 2.09993 2.42855 0.20 -0.01 0.15 0.08
H -2.70508 0.91772 4.20976 0.00 0.00 -0.08 0.08
C 3.59789 -2.44204 0.54498 -0.26 0.08 0.10 -0.06
N 1.87938 2.29487 -0.59961 1.73 -0.45 0.45 -0.31
N -3.38976 0.33325 -1.21437 2.49 1.15 0.38 0.14
C 0.49797 1.91465 -0.83772 -0.11 -0.98 0.66 -0.05
H 3.04097 -3.19215 -0.03401 0.21 0.11 0.24 0.09
C -1.83807 2.32150 -1.53812 -1.44 1.64 -1.31 -0.04
O -3.10255 -0.92355 -0.70091 0.19 0.09 0.17 0.02
H -1.90805 -0.48964 4.96494 -0.04 0.01 -0.23 0.09
C 2.70161 1.05860 2.73190 -1.81 -0.96 -0.53 -0.02
O -1.30078 -2.04394 0.16805 -0.74 1.00 -0.63 0.12
O 1.64902 -2.85866 2.27536 0.50 0.06 -0.81 0.07
O 2.24460 3.48507 -0.63083 -1.11 -1.54 -0.19 0.05
O -1.11377 0.22453 3.16171 -0.74 0.35 0.39 -0.06
C -2.20676 1.01051 -1.13676 -2.53 -1.98 -0.03 -0.13
O 1.37360 0.65946 2.21452 1.71 3.93 -0.35 -0.15
```
Forces are in eV/Å.